No. 1
This record from the OMol25 dataset describes C8H44B7Ca3O2 as an isolated structure. The level of theory is ωB97M-V/def2-TZVPD.

Values from the calculation:
charge	-1
maximum force	3.3	eV/A

Atoms and positions in Å:
Ca -16.269 7.112 5.348
Ca -17.513 7.096 9.146
Ca -13.522 8.734 8.259
B -15.297 6.992 7.774
H -14.254 6.761 7.467
H -15.613 7.970 7.392
H -16.021 6.264 7.383
H -15.402 7.060 8.866
B -18.391 6.654 6.682
H -17.772 7.523 6.950
H -18.777 6.100 7.576
H -19.288 7.026 6.061
H -17.678 6.044 6.088
B -17.352 4.905 10.413
H -16.354 5.147 10.950
H -17.835 3.914 10.758
H -18.035 5.756 10.677
H -17.172 4.894 9.304
B -16.300 8.773 10.603
H -16.559 9.556 11.414
H -15.162 8.848 10.378
H -16.593 7.785 11.049
H -16.828 9.064 9.659
B -17.450 9.513 5.261
H -16.593 9.143 5.888
H -17.058 10.329 4.537
H -17.915 8.729 4.593
H -18.222 9.884 6.040
B -13.985 8.205 4.926
H -13.928 8.667 5.969
H -14.849 8.598 4.331
H -13.034 8.465 4.320
H -14.060 7.097 5.044
B -14.887 10.801 8.178
H -14.036 11.155 7.522
H -15.567 11.692 8.448
H -15.552 10.032 7.696
H -14.475 10.468 9.166
C -11.525 4.756 9.630
C -12.128 5.236 10.933
C -13.432 5.866 10.449
O -13.020 6.563 9.277
C -12.114 5.718 8.545
H -11.934 3.801 9.288
H -10.450 4.587 9.580
H -11.527 6.046 11.354
H -12.354 4.520 11.722
H -13.926 6.510 11.172
H -14.135 5.087 10.135
H -11.447 6.381 7.991
H -12.685 5.140 7.817
C -14.068 2.739 5.121
C -15.344 2.316 5.851
C -15.701 3.546 6.682
O -15.470 4.579 5.716
C -14.229 4.285 5.084
H -14.131 2.340 4.108
H -13.178 2.367 5.623
H -15.278 1.416 6.463
H -16.162 2.203 5.139
H -15.038 3.769 7.524
H -16.741 3.545 6.996
H -13.489 4.772 5.734
H -14.085 4.759 4.115

***

No. 2
This record from the OMol25 dataset describes C8H48B7O4Pb2 as an isolated structure. The level of theory is ωB97M-V/def2-TZVPD.

Values from the calculation:
charge	-3
energy above the lowest of the compared OMol25 structures with the same formula, charge and spin	0.0	kJ/mol
maximum force	3.1	eV/A

Atoms and positions in Å:
Pb 15.089 6.095 29.948
Pb 13.590 1.947 27.228
B 11.578 1.981 29.264
H 11.585 2.795 28.449
H 12.249 1.100 28.920
H 12.007 2.461 30.199
H 10.497 1.713 29.529
B 9.534 4.652 28.478
H 10.570 4.881 28.910
H 8.701 5.286 28.981
H 9.476 4.717 27.336
H 9.382 3.598 28.899
B 14.420 4.525 27.620
H 14.920 3.894 28.434
H 14.745 4.073 26.614
H 13.283 4.522 27.726
H 14.815 5.597 27.557
B 12.992 4.868 31.096
H 12.418 4.853 30.113
H 12.312 4.477 31.930
H 13.889 4.164 30.951
H 13.437 5.900 31.366
B 15.249 0.859 28.902
H 14.319 1.294 29.409
H 14.803 0.146 28.116
H 15.868 1.698 28.421
H 15.866 0.303 29.691
B 16.882 4.568 31.209
H 17.787 4.000 31.623
H 17.154 5.687 31.100
H 16.630 4.191 30.158
H 15.989 4.564 31.926
B 11.443 3.032 25.602
H 11.168 2.052 26.138
H 10.862 3.263 24.634
H 11.202 3.943 26.240
H 12.563 2.981 25.325
C 12.459 7.802 28.519
O 13.391 7.860 29.632
C 12.843 8.575 30.710
C 13.842 8.785 31.821
O 14.848 7.693 31.837
C 15.679 7.702 32.990
H 11.415 7.836 28.832
H 12.664 6.912 27.929
H 12.631 8.741 27.979
H 12.019 7.929 31.045
H 12.255 9.488 30.540
H 13.267 8.898 32.741
H 14.552 9.601 31.652
H 16.450 6.964 32.772
H 15.197 7.504 33.948
H 16.169 8.685 33.022
C 17.267 5.650 27.079
O 17.229 6.361 28.315
C 18.203 7.349 28.510
C 17.648 8.270 29.655
O 16.294 8.525 29.281
C 16.128 9.686 28.469
H 16.577 5.969 26.299
H 17.090 4.603 27.312
H 18.286 5.803 26.699
H 18.395 7.916 27.590
H 19.188 6.983 28.824
H 18.335 9.109 29.781
H 17.708 7.537 30.461
H 17.006 9.817 27.829
H 16.020 10.537 29.145
H 15.282 9.482 27.816

***

No. 3
This record from the OMol25 dataset describes a 16-piece molecular cluster, C8H48N16O16 overall. The level of theory is ωB97M-V/def2-TZVPD.

Values from the calculation:
charge	0
energy above the lowest of the compared OMol25 structures with the same formula, charge and spin	262.4	kJ/mol
maximum force	7.5	eV/A

Atoms and positions in Å:
O -7.712 20.620 -17.321
H -7.462 19.754 -16.998
H -8.621 20.726 -17.043
O -9.264 16.424 -12.613
H -10.152 16.585 -12.294
H -9.363 16.329 -13.561
O -5.759 17.034 -9.053
H -6.582 17.177 -9.520
H -5.703 16.084 -8.950
O -3.170 15.515 -11.674
H -3.330 16.453 -11.780
H -3.957 15.185 -11.241
O -7.964 17.519 -10.411
H -8.606 17.549 -9.701
H -8.170 16.714 -10.886
O -10.315 19.315 -15.053
H -9.710 18.575 -15.109
H -10.852 19.247 -15.842
O -11.488 18.183 -12.840
H -10.833 18.473 -13.475
H -11.444 18.831 -12.137
O -9.453 16.664 -15.456
H -8.568 16.991 -15.618
H -9.709 16.248 -16.279
C -6.370 17.508 -17.370
O -7.200 18.173 -16.725
N -6.719 16.505 -18.156
N -5.097 17.486 -17.173
H -7.662 16.447 -18.513
H -5.943 15.873 -18.289
H -4.455 17.076 -17.836
H -4.637 18.107 -16.522
C -6.045 18.538 -13.569
O -5.170 18.768 -14.350
N -7.345 18.673 -13.868
N -5.910 18.166 -12.283
H -7.551 19.182 -14.716
H -7.960 18.066 -13.345
H -5.015 18.342 -11.849
H -6.699 17.839 -11.743
C -2.521 18.977 -11.384
O -3.248 18.061 -11.656
N -1.219 18.890 -11.344
N -2.984 20.115 -11.148
H -0.793 18.186 -11.930
H -0.668 19.606 -10.892
H -2.383 20.922 -11.241
H -3.967 20.272 -11.316
C -3.771 21.212 -17.505
O -2.549 21.136 -17.276
N -4.270 21.864 -18.567
N -4.711 20.579 -16.787
H -5.260 21.820 -18.766
H -3.599 22.471 -19.015
H -4.476 19.840 -16.140
H -5.667 20.903 -16.830
C -6.059 14.335 -12.006
O -5.860 14.832 -10.939
N -5.433 13.251 -12.398
N -6.702 14.960 -12.891
H -4.724 12.790 -11.846
H -5.614 12.790 -13.279
H -6.487 14.796 -13.865
H -7.316 15.713 -12.616
C -6.090 22.695 -13.001
O -6.021 22.312 -11.863
N -6.849 23.655 -13.430
N -5.621 22.053 -13.992
H -6.815 23.835 -14.423
H -7.283 24.204 -12.701
H -5.181 21.150 -13.885
H -5.736 22.394 -14.936
C -9.972 21.094 -10.950
O -10.855 20.315 -11.031
N -10.017 22.351 -11.225
N -8.755 20.832 -10.645
H -9.272 22.886 -10.803
H -10.806 22.758 -11.706
H -8.494 19.856 -10.647
H -8.025 21.517 -10.780
C -1.504 17.707 -15.522
O -0.593 17.722 -16.358
N -1.636 16.749 -14.659
N -2.391 18.670 -15.334
H -0.815 16.160 -14.665
H -2.486 16.719 -14.115
H -2.329 19.429 -15.997
H -3.147 18.705 -14.664

***

No. 4
This record from the OMol25 dataset describes one molecule with the formula C8H4ClF3. The level of theory is ωB97M-V/def2-TZVPD.

Values from the calculation:
SMILES	FC(F)=c1cccc/c1=C(/F)Cl
charge	0
maximum force	3.9	eV/A

Atoms and positions in Å:
C -0.497 1.409 -1.392
C -0.684 1.917 -0.081
C 0.026 0.196 -1.573
C -0.342 1.169 0.946
C 0.251 -0.756 -0.508
C 0.334 -0.176 0.838
C 0.052 -2.059 -0.883
C 0.929 -0.588 2.002
F -0.348 -2.453 -2.068
F 0.224 -3.132 -0.142
F 1.738 -1.643 1.936
Cl 0.583 -0.043 3.545
H -0.869 2.159 -2.123
H -0.996 2.847 0.091
H 0.143 -0.362 -2.510
H -0.544 1.512 1.922

***

| no. | gap between HOMO and LUMO (eV) |
| --- | --- |
| 1 | 7.40 |
| 2 | 3.60 |
| 3 | 8.82 |
| 4 | 7.54 |